270
Properties=species:S:1:pos:R:3:forces:R:3:mulliken_charge:R:1 method="wB97M-V/def2-TZVPD" smiles=CC1(C)CCCC(C)(C)N1O.CC1(C)CCCC(C)(C)N1O.CC1(C)CCCC(C)(C)N1O.CC1(C)CCCC(C)(C)N1O.CC1(C)CCCC(C)(C)N1O.CC1(C)CCCC(C)(C)N1O.CC1(C)CCCC(C)(C)N1O.COC[C@H](C)N.COC[C@H](C)N.COC[C@H](C)N.CCO spin_multiplicity=1 e_above_lowest_kcal_mol=86.9 total_charge=0 e_homo_ev=-7.818 e_tot_ev=-120042.592
C 2.3345 -7.7933 -0.7295 -0.9424 -0.4145 0.5716 -1.468
C 1.1960 -7.9258 -1.8300 0.0781 1.3900 0.7161 1.640
C 1.1098 -9.4148 -2.2326 1.2140 0.8114 0.1229 -2.008
C -0.2751 -7.4572 -1.3472 1.9972 -0.2194 -0.1656 -1.625
C -0.4623 -5.9255 -1.1973 0.1447 -1.0638 -0.1540 -0.138
C -0.1869 -5.2394 -2.5875 -0.1283 -0.7094 2.6610 -0.833
C 1.2573 -5.5460 -3.0224 0.5909 -1.2585 -0.5988 1.826
C 1.3691 -5.2053 -4.4934 -0.7809 -0.8257 -0.9215 -2.127
C 2.2540 -4.6395 -2.2931 1.2404 -0.4063 0.0482 -1.720
N 1.5663 -7.0606 -2.9542 -2.1469 1.0847 -0.6164 0.421
O 2.6567 -7.4760 -3.7556 0.1818 0.1836 0.9985 -0.476
H 2.2801 -8.6087 -0.0082 0.1244 -0.5483 -0.1965 0.518
H 3.3339 -7.7711 -1.1641 -0.1274 -0.2117 -0.3191 0.475
H 2.3086 -6.9664 -0.0199 -0.5801 0.6450 -0.6096 -0.165
H 0.8622 -10.0453 -1.3786 -0.5672 0.1693 -0.0592 0.383
H 0.4933 -9.5828 -3.1157 -0.1183 -0.0635 0.1828 0.439
H 2.1449 -9.6934 -2.4302 0.0101 -0.2639 -0.4799 0.492
H -1.0077 -7.8447 -2.0553 0.0942 0.0003 -0.2329 0.360
H -0.3705 -8.0722 -0.4524 -0.4531 0.4675 0.4481 0.500
H -1.4482 -5.7375 -0.7722 -0.4320 0.0798 -0.6001 0.614
H 0.1457 -5.5427 -0.3776 0.7047 0.1024 -0.2831 -0.128
H -0.3083 -4.1780 -2.3709 0.2304 0.2481 -0.4933 -0.003
H -0.9907 -5.5383 -3.2603 0.3916 -0.1881 -0.3568 0.411
H 1.1183 -4.1553 -4.6449 0.4921 0.0140 -0.2863 0.339
H 0.6386 -5.7999 -5.0421 -0.7432 0.1482 0.1507 0.549
H 2.2393 -5.6222 -5.0002 0.6799 1.0465 0.4943 0.405
H 2.3819 -4.7381 -1.2151 -0.8726 0.1644 0.1988 0.013
H 2.1648 -3.6048 -2.6240 -0.4590 0.1389 0.3683 0.294
H 3.2722 -4.8799 -2.5990 0.1008 -0.3581 -0.4925 0.618
H 2.2470 -7.9949 -4.4516 -0.0770 -0.0503 -0.1528 0.332
C -5.5287 2.9853 -3.0436 1.1336 0.3891 -1.0348 -2.317
C -5.8282 1.5937 -2.4779 -0.6393 1.6025 1.3802 2.122
C -4.9919 1.5228 -1.1768 0.4553 -1.1047 -0.1692 0.586
C -7.3472 1.6846 -2.1451 0.1067 0.7615 0.2460 -1.458
C -8.1314 0.4241 -1.9356 0.4364 0.0749 -0.2712 -0.646
C -7.7764 -0.4992 -3.0525 -0.6332 -0.7566 -0.5209 -1.501
C -6.3067 -0.7123 -3.3819 0.3309 -2.6822 -0.2865 1.749
C -5.7732 -1.7236 -2.2479 0.7667 1.3406 0.3775 -1.388
C -6.2548 -1.4424 -4.8443 0.3326 1.3892 0.7729 -1.839
N -5.5752 0.5901 -3.5024 -2.7739 -0.9583 0.8890 -0.038
O -4.2322 0.4565 -3.8319 0.2622 -0.0386 -0.2364 -0.038
H -6.0498 3.2099 -3.9742 -0.1455 -0.3313 -0.1483 0.598
H -5.6911 3.8654 -2.4213 -0.3834 -0.4106 0.6543 0.281
H -4.4623 3.0543 -3.2581 0.2006 -0.0437 -0.2052 0.145
H -5.2034 0.6214 -0.6016 0.0331 -0.0454 0.0220 0.243
H -3.9310 1.4955 -1.4254 0.0684 -0.1471 -0.0502 -0.877
H -5.0771 2.3451 -0.4664 -0.4462 0.3162 -0.4259 -0.573
H -7.4088 2.3223 -1.2633 0.0021 0.2204 0.0494 0.238
H -7.7728 2.2660 -2.9630 -0.3336 -0.1487 -0.0935 0.543
H -7.9499 -0.0505 -0.9713 0.1756 0.0712 0.1540 0.305
H -9.2104 0.5289 -2.0494 -0.0508 0.5695 0.4554 0.445
H -8.3143 -0.2106 -3.9555 0.0086 0.2696 -0.1297 0.456
H -8.2395 -1.4249 -2.7107 0.3494 -0.5688 -0.7101 0.436
H -6.4112 -2.3819 -1.6583 -0.9959 -0.5646 -1.3334 0.285
H -5.5449 -1.1501 -1.3494 0.8727 0.5980 -0.2865 0.375
H -4.8816 -2.2786 -2.5397 -0.0138 0.1319 -0.0384 0.321
H -5.2474 -1.7330 -5.1424 0.1452 0.0583 0.3137 0.271
H -6.5787 -0.6890 -5.5624 0.0515 0.2551 -0.0456 0.477
H -6.8962 -2.2928 -5.0759 -0.1889 -0.1249 0.9531 0.362
H -4.3271 0.8178 -4.7163 0.9968 -0.0503 -0.3622 0.334
C -0.7190 0.5618 -1.6088 -0.4479 -0.1737 -0.8728 0.962
C -1.0530 -0.4557 -0.5198 -1.1392 -1.5056 1.0156 2.466
C -2.3901 -1.2618 -0.6895 -1.4908 2.2862 0.1380 -1.762
C -0.0443 -1.6073 -0.4135 2.3215 2.0954 -1.0754 -2.060
C 1.2615 -1.1040 0.2476 -0.6150 -0.9033 -0.3301 -1.006
C 0.9430 -0.6859 1.6892 0.7507 -0.1766 -2.2859 -0.301
C -0.0198 0.5988 1.6613 1.5593 -2.4644 -0.5039 3.542
C -0.3653 0.7465 3.1506 -1.8518 0.7560 -1.4220 -2.055
C 0.6488 1.8358 1.1415 2.0694 1.0033 0.3004 -1.296
N -1.1805 0.2274 0.7762 0.9198 -1.9775 2.8542 -0.407
O -2.1584 1.2056 0.8104 -0.2185 1.2201 -0.8032 0.727
H -0.6958 1.6152 -1.3295 0.1412 -0.2014 0.6844 -0.446
H 0.2450 0.2927 -2.0406 -0.0366 0.2001 -0.3764 0.087
H -1.5109 0.5829 -2.3575 0.1493 -0.4619 -0.4305 -0.791
H -3.1288 -0.4609 -0.6599 -0.4683 -0.0155 0.0924 -0.262
H -2.7177 -1.7823 -1.5894 1.1072 -0.1701 -0.3371 0.304
H -2.6350 -1.8603 0.1879 0.5186 -0.1577 0.0126 0.356
H -0.3526 -2.5905 -0.0580 -0.4287 0.4240 0.6301 0.415
H 0.3036 -1.8030 -1.4278 -0.4679 -0.1743 -0.4779 0.370
H 1.8998 -1.9671 0.0586 0.6451 -0.1090 1.0506 0.389
H 1.7813 -0.3134 -0.2936 -0.4302 0.3355 -0.2807 0.240
H 1.9220 -0.5557 2.1505 -0.2745 0.7123 0.6219 0.376
H 0.5430 -1.6271 2.0666 -0.7062 0.5215 0.8089 -0.411
H -1.0332 -0.0922 3.3468 0.2069 -0.1102 0.6720 0.369
H -0.9686 1.6543 3.1625 -0.2134 0.2023 0.6828 0.402
H 0.4639 0.8788 3.8456 0.0903 -0.3486 -0.3427 -0.383
H 0.2710 2.7607 1.5773 -0.8615 0.0452 -0.6286 0.134
H 0.8992 1.8925 0.0822 -1.0154 -0.0014 -0.1124 -0.564
H 1.6813 1.9710 1.4635 0.3893 -0.7088 0.7279 0.059
H -2.6466 1.0754 1.6268 -0.2538 -0.3519 0.0423 0.115
C 4.0219 -4.6130 3.9057 -0.4760 0.4044 0.4144 -2.166
C 4.5621 -5.1669 2.6446 -0.3332 0.0894 -2.7621 2.120
C 3.8147 -6.4673 2.2438 0.4608 0.3186 0.5015 -1.181
C 4.2936 -4.0846 1.5210 0.0921 -0.9127 -1.1541 -1.466
C 4.9630 -4.3180 0.1174 -0.4261 -1.1663 1.3592 0.380
C 6.4262 -4.5397 0.4087 0.1356 0.5296 -0.6075 -1.991
C 6.8494 -5.5324 1.5198 0.9543 0.8409 2.5882 1.608
C 6.9003 -6.9640 1.0751 -0.1148 -0.3662 -1.3275 -1.554
C 8.3119 -5.0773 1.9617 -0.1196 0.5616 -0.6659 -1.988
N 6.0104 -5.3191 2.7575 -0.6147 1.9218 -2.1981 0.505
O 6.3608 -6.1254 3.8226 0.5873 -0.6583 0.2572 -0.506
H 4.6082 -3.7226 4.1328 0.2432 -0.2567 0.7110 0.608
H 3.0115 -4.2316 3.7580 -0.2454 -0.2978 -0.0354 0.134
H 4.0046 -5.4148 4.6439 0.1583 0.5033 0.4757 0.505
H 3.9001 -6.6337 1.1700 0.2253 -0.3625 0.2489 -0.085
H 4.2454 -7.2562 2.8605 0.0627 -0.3918 -0.3753 0.511
H 2.7530 -6.4508 2.4900 -0.0932 0.3401 -0.0068 0.112
H 3.2270 -4.0952 1.2967 -0.2797 0.3869 0.6151 0.176
H 4.6431 -3.1220 1.8944 -0.2354 0.1646 0.0152 0.475
H 4.5567 -5.1424 -0.4685 -0.3683 -0.4739 0.4745 -0.361
H 4.8046 -3.4929 -0.5770 0.1812 0.4406 0.3557 0.640
H 6.7018 -3.5099 0.6358 0.9078 -0.1714 0.5031 0.485
H 6.9101 -4.7892 -0.5356 0.4574 -0.2110 0.1194 0.528
H 7.7494 -6.9984 0.3925 -0.0919 -0.3903 -0.3247 0.471
H 5.9870 -7.1802 0.5207 0.0415 -0.2527 -0.1837 0.181
H 7.0444 -7.7766 1.7871 -0.0283 0.5720 0.5110 0.264
H 8.3340 -4.0151 2.2055 -0.4117 0.1239 0.0778 0.430
H 9.0144 -5.1480 1.1313 -0.1324 -0.2381 -0.3234 0.411
H 8.8454 -5.5518 2.7852 -0.6223 -0.6392 0.1279 0.464
H 7.0574 -5.5680 4.1770 0.1312 -0.3567 0.7392 0.383
C -2.6586 4.6020 -1.0446 0.8378 0.0937 -0.4708 -0.558
C -1.9878 5.6860 -2.0333 0.3202 -1.6212 -1.0159 1.532
C -1.0476 6.6328 -1.2178 -1.4639 -0.8141 -0.2882 -1.688
C -1.1271 4.8656 -3.1142 0.3382 -0.4316 0.6175 -0.008
C -0.8033 5.5999 -4.4179 0.6395 0.1648 1.1267 0.365
C -2.0742 6.0732 -4.9571 -1.3005 0.5047 -1.2681 -1.932
C -2.9640 6.8969 -4.0185 -0.1657 1.5611 -1.1713 1.186
C -2.3028 8.3542 -3.9754 -2.1658 -0.8978 0.2962 -1.758
C -4.3999 7.0204 -4.6375 0.6791 0.7028 1.3043 -1.706
N -3.1280 6.2798 -2.7546 1.7733 -2.3136 0.3581 1.452
O -3.9337 6.9640 -1.8687 -0.6797 0.8312 0.2839 -0.576
H -2.7645 3.6347 -1.5358 0.1683 0.0465 -0.3305 -0.419
H -2.0686 4.3850 -0.1541 0.2685 0.2388 0.0339 -0.108
H -3.6675 4.8008 -0.6831 0.0909 0.6602 -0.0910 0.334
H -1.7706 7.0036 -0.4913 0.6970 0.3672 0.5968 0.521
H -0.2982 5.9498 -0.8178 0.0086 0.3309 0.4969 0.286
H -0.5503 7.4650 -1.7161 -0.2375 -0.1724 -0.3436 0.141
H -0.2019 4.5021 -2.6668 0.2947 0.4310 0.5240 -0.202
H -1.5823 3.8938 -3.3054 -0.7266 0.2223 -0.3705 -0.469
H -0.1248 6.4329 -4.2336 0.1519 0.1209 0.2253 0.654
H -0.3500 5.0431 -5.2380 0.2968 -0.5951 0.5788 -0.658
H -2.5359 5.1923 -5.4031 -0.8115 -0.1098 0.3538 0.333
H -1.8680 6.6867 -5.8341 -0.1585 0.3559 -0.0864 0.577
H -2.8189 8.9517 -3.2238 0.3508 -0.2354 0.6975 0.382
H -2.7471 8.8359 -4.8464 1.1871 0.1403 -0.6460 0.503
H -1.2255 8.3240 -3.8122 -0.1862 0.3240 -0.4637 0.313
H -4.9216 7.7873 -4.0649 0.1480 0.6890 -0.3759 0.457
H -5.0451 6.1897 -4.3515 0.4357 -0.7131 -0.8258 0.072
H -4.3178 7.2881 -5.6910 -0.4257 -0.2797 0.0438 0.483
H -4.6606 6.3414 -1.7931 -0.3962 0.2767 0.3652 0.367
C 1.8163 3.3857 -5.8975 -1.0198 1.2955 0.5986 -1.429
C 1.7385 2.2673 -6.8580 1.7678 -1.1874 -0.2978 1.813
C 2.4888 2.7324 -8.1582 -1.4365 -0.8806 -0.2659 -2.049
C 2.5241 1.0603 -6.2876 -0.2722 -1.4370 -0.4661 -1.633
C 1.8357 0.2475 -5.1782 -1.4230 0.7066 -1.5561 0.141
C 0.4015 -0.1501 -5.7503 -0.0001 1.4553 1.4696 -1.523
C -0.5027 1.0419 -6.2995 0.5083 -1.9238 0.9349 1.987
C -1.7247 0.3755 -7.0852 1.7154 1.0379 -1.2010 -2.251
C -1.1233 1.8051 -5.1148 0.2754 0.0372 0.3815 -0.595
N 0.3780 1.7914 -7.2062 0.7630 -1.8958 0.9107 0.452
O -0.3729 2.6795 -7.9082 -0.7661 1.7238 -1.1398 -0.466
H 1.3238 4.1767 -6.4631 -0.2239 0.6379 0.7513 0.431
H 1.3016 3.1376 -4.9692 -0.2321 0.3039 -0.0120 -0.012
H 2.8054 3.7423 -5.6103 0.2230 -0.3043 -0.3936 0.395
H 2.4576 1.8970 -8.8577 0.5127 -0.2804 0.0281 0.490
H 1.9065 3.4706 -8.7097 0.0509 0.4707 0.4184 0.433
H 3.5068 3.0898 -8.0035 -0.1486 -0.1470 0.2342 0.330
H 2.5981 0.3635 -7.1226 0.2811 -0.1353 -0.2188 0.348
H 3.5449 1.2709 -5.9689 0.0000 0.6338 -0.2129 0.501
H 2.3648 -0.6822 -4.9690 0.1667 0.1106 0.0028 0.663
H 1.8361 0.8574 -4.2749 -0.5077 -0.1716 0.2617 -0.328
H -0.1745 -0.4987 -4.8931 -0.0824 -0.6797 -0.1218 0.299
H 0.5320 -0.9243 -6.5064 -0.1021 0.0464 -0.0006 0.395
H -2.2105 -0.5235 -6.7057 0.1400 0.3918 0.7695 0.279
H -1.3167 0.0566 -8.0443 0.2068 -0.2462 -0.2180 0.563
H -2.4203 1.1567 -7.3917 -0.3722 -0.0833 0.4850 0.468
H -1.8725 1.2054 -4.5978 -0.1871 -0.2583 -0.2974 -0.041
H -1.6101 2.7423 -5.3849 0.1391 0.0612 -0.2619 0.323
H -0.4085 1.9982 -4.3149 0.2944 0.2604 -0.1261 -0.087
H -0.4959 2.1954 -8.7280 -0.2529 0.4300 -0.3889 0.354
C 2.0158 2.5811 6.3907 2.8497 -0.9014 -0.3233 -1.827
C 2.4185 1.6977 7.6746 -1.1308 -0.2487 0.7602 1.932
C 2.8113 2.4912 8.9482 -0.8091 0.5687 -0.8240 -1.976
C 1.0578 1.0117 8.0155 -1.8263 -1.2083 -1.7056 -1.316
C 0.6634 -0.3930 7.4218 2.9643 0.6513 -0.4439 0.139
C 1.9053 -1.2400 7.5681 -1.5035 -1.0919 1.8673 -1.914
C 3.2330 -0.7041 7.0369 1.0360 -0.0013 -0.5372 2.186
C 4.2862 -1.7061 7.5601 0.5807 1.0568 1.0088 -2.267
C 3.3543 -0.7048 5.5157 0.4636 0.4456 -1.1759 -1.057
N 3.5274 0.6596 7.6182 -3.1472 -0.4470 -0.0649 0.513
O 4.8252 1.1878 7.4939 -0.4511 -0.5454 -0.4362 -0.467
H 1.6961 1.9083 5.5949 -0.5191 -0.1070 0.1572 0.158
H 1.3833 3.4683 6.4202 -0.3308 -0.4160 0.8886 0.387
H 2.9492 2.9508 5.9664 0.3411 0.2607 -0.0186 0.499
H 2.8264 1.7750 9.7698 0.7966 0.0250 -0.0623 0.432
H 3.7099 3.0682 8.7300 0.2428 -0.2986 0.5326 0.413
H 2.0596 3.2075 9.2799 -0.2803 0.1934 -0.4571 0.442
H 0.7519 0.9648 9.0606 0.4331 0.3391 0.0936 0.340
H 0.2874 1.4858 7.4075 -0.0762 1.4509 0.9432 0.241
H -0.2346 -0.7680 7.9128 0.1906 -0.1442 -0.1499 0.563
H 0.6091 -0.4467 6.3345 -1.1123 0.9660 -0.2734 -0.460
H 1.5942 -2.2321 7.2409 0.9111 -0.2822 -0.8974 0.670
H 1.9366 -1.4454 8.6381 0.9308 0.2442 0.4387 0.389
H 3.9051 -2.7204 7.6786 0.1410 0.0426 -0.5121 0.345
H 4.5632 -1.3708 8.5596 -0.3046 -0.1153 0.4249 0.536
H 5.2559 -1.6235 7.0692 -0.2481 -0.3915 -0.6142 0.391
H 3.4454 -1.6823 5.0421 -0.5045 -0.3307 0.3287 0.040
H 4.2876 -0.2427 5.1939 0.4284 0.1769 0.5417 0.614
H 2.6571 -0.1035 4.9323 -0.6970 -0.1442 0.3455 -0.198
H 5.1210 1.0223 8.3920 0.5945 0.2398 0.0307 0.347
C -7.2312 5.4309 3.3444 0.9021 -0.3668 -0.3354 -0.790
O -6.2759 5.0662 2.3021 -1.4967 1.2057 0.6868 -0.378
C -6.4520 3.7477 1.8869 0.6677 -0.3917 1.0090 -0.610
C -5.6806 2.7465 2.8097 -0.3395 0.7947 -0.7979 0.571
C -4.2180 3.0278 2.9778 1.0849 0.1916 -0.7992 -0.924
N -5.9038 1.4508 2.2383 -0.0936 -1.5323 0.3207 -0.308
H -6.8682 5.0621 4.3037 -0.0480 -0.1094 0.1324 0.283
H -8.2093 4.9929 3.1456 -0.0442 -0.0093 -0.1161 0.344
H -7.3374 6.5116 3.4386 0.2586 -0.0419 -0.4072 0.277
H -7.4906 3.4183 1.8586 -0.4342 0.1931 0.3549 0.510
H -6.1700 3.6955 0.8353 0.7109 -0.1734 0.0129 -0.003
H -6.0351 2.7630 3.8403 -0.8102 0.1829 -0.0922 0.475
H -3.7695 2.3509 3.7050 -0.1499 0.1629 0.3648 0.405
H -4.0128 4.0732 3.2083 -0.0526 -0.0404 0.3226 0.453
H -3.6603 2.8133 2.0662 -0.1334 0.1527 -0.3746 -0.336
H -6.4988 0.9054 2.8454 -0.0234 -0.2216 -0.1790 0.278
H -6.3365 1.4756 1.3260 0.0296 0.0614 -0.0847 -0.099
C -0.0121 -6.0454 4.0228 -2.3512 -0.8346 -0.1062 -0.980
O 0.0336 -4.7334 4.4146 0.3643 3.2311 1.0018 -0.319
C -0.8666 -3.7523 3.8477 -1.3069 -1.0581 -0.4973 0.115
C -2.3944 -4.0282 4.0214 -0.8090 0.2051 0.6388 0.705
C -3.2901 -2.7462 3.7577 1.8758 0.0476 -0.7146 -1.261
N -2.6902 -4.4933 5.4029 -0.4206 0.3020 -1.0486 -0.723
H -0.7380 -6.5357 4.6715 0.1297 -0.6309 0.4550 0.357
H 0.9396 -6.5703 4.1050 0.0463 0.4005 -0.3699 0.304
H -0.5677 -6.1191 3.0879 0.7930 -0.3182 -0.8362 0.329
H -0.7966 -2.7644 4.3029 1.2157 -0.1913 0.2115 -0.193
H -0.6938 -3.7231 2.7719 0.2798 0.3565 -0.2029 0.123
H -2.7255 -4.7400 3.2652 0.0499 -0.5309 0.2128 0.242
H -4.3539 -2.7673 3.9942 0.2185 -0.5467 0.3419 0.416
H -3.2226 -2.4322 2.7161 -0.0829 -0.3668 -0.3554 -0.037
H -2.8041 -1.8896 4.2248 -0.2092 0.0990 0.6576 0.406
H -3.1536 -3.7090 5.8390 0.1449 -0.2392 0.5953 0.277
H -1.8678 -4.7662 5.9217 0.1389 0.1587 -0.0438 0.269
C 2.8007 3.3999 -1.4667 1.3804 -0.0850 0.7883 -0.504
O 3.3261 2.8740 -0.1792 0.0906 -0.0743 -1.9386 0.168
C 4.7922 2.8261 0.0026 -1.4317 1.1062 -0.5198 -1.019
C 5.0909 3.8197 1.1454 0.9196 -1.9286 -0.0376 0.820
C 6.5931 4.0095 1.3020 0.2547 0.8779 -0.1461 -1.847
N 4.5109 3.1731 2.3111 -0.2014 0.9830 1.3240 -0.444
H 2.8565 4.4884 -1.4766 -0.0341 0.1301 0.1581 0.308
H 1.7750 3.1135 -1.6992 -0.0864 -0.2919 0.8420 -0.212
H 3.3727 3.0558 -2.3284 0.3670 -0.2253 0.1221 0.444
H 5.0604 1.8207 0.3272 -0.2198 -0.0890 0.3420 0.332
H 5.3860 2.9240 -0.9063 -0.3892 0.6678 -0.4445 0.432
H 4.7003 4.8323 1.0444 -0.5427 -0.2742 -0.3702 0.206
H 7.2168 3.1254 1.4337 -0.3083 -0.2050 0.0095 0.328
H 6.8035 4.7078 2.1121 -0.0899 -0.2337 0.2941 0.404
H 6.9380 4.5503 0.4207 0.2142 -0.1820 -0.2615 0.422
H 4.6953 2.1804 2.3387 0.0635 0.0157 -0.0419 0.322
H 3.5110 3.3061 2.3613 -0.0357 -0.1114 -0.1897 -0.121
C 1.0839 5.3406 2.8590 -0.9936 1.0800 -1.1111 0.143
C 1.8254 6.5683 2.3636 0.9605 -1.5666 0.3906 -0.318
O 2.9201 6.7684 3.1845 1.5030 2.1776 1.1021 -0.595
H 0.4678 5.2847 1.9616 -0.8444 -1.4641 0.3307 -0.255
H 0.4818 5.4956 3.7543 -0.0092 0.2081 -0.1035 0.315
H 1.7293 4.4809 3.0396 0.0230 0.0231 -0.4431 -0.117
H 1.2274 7.4724 2.2495 -0.0693 0.0153 0.6339 0.371
H 2.1986 6.3722 1.3585 -0.0917 -0.2306 -0.4302 0.196
H 3.3682 5.9862 3.5146 -0.4496 -0.3301 -0.3924 0.335